# 1
{"formula": "C7H14S", "method": "ωB97M-V/def2-TZVPD", "symbols": ["C", "H", "H", "C", "H", "H", "H", "H", "H", "C", "C", "S", "H", "H", "C", "H", "H", "H", "C", "H", "H", "C"], "coordinates": [[-1.746, -1.824, 2.235], [-2.982, 1.521, 0.185], [-1.346, -1.848, 3.237], [0.909, 1.734, 0.508], [0.753, 2.798, 0.375], [2.682, -2.315, -1.334], [1.561, 1.535, 1.368], [2.935, -0.480, 0.179], [1.175, -0.797, 0.000], [-2.255, -0.693, 1.668], [2.428, -1.304, -1.697], [1.818, 1.261, -0.991], [3.281, -0.919, -2.282], [-0.004, 1.144, 0.517], [2.095, -0.457, -0.501], [-2.934, -1.575, -0.281], [-3.681, 0.592, -1.238], [-2.116, 0.313, 2.084], [-2.884, -0.652, 0.321], [-1.790, -2.788, 1.692], [1.572, -1.432, -2.381], [-3.247, 0.541, -0.246]], "mulliken_charge": [-0.81, 0.23, 0.28, -0.47, 0.34, 0.33, 0.27, 0.31, 0.17, 0.00, -1.21, -0.12, 0.32, -0.08, -0.18, 0.27, 0.26, 0.29, 0.05, 0.22, 0.32, -0.80], "homo_ha": -0.3075, "orbital_gap_ev": 9.110, "lumo_energy_ev": 0.74, "smiles": "C=CC=C.CCSC"}

=====

# 2
{"formula": "C37H77F8N13O17S8", "method": "ωB97M-V/def2-TZVPD", "symbols": ["H", "N", "C", "H", "H", "N", "C", "N", "H", "H", "H", "F", "H", "H", "H", "S", "C", "O", "C", "C", "H", "C", "H", "H", "H", "C", "H", "F", "O", "H", "C", "S", "O", "C", "O", "N", "H", "H", "C", "N", "H", "H", "H", "H", "O", "H", "C", "S", "H", "H", "H", "N", "C", "O", "C", "C", "C", "S", "C", "O", "C", "H", "C", "C", "H", "C", "C", "H", "O", "H", "C", "H", "F", "H", "C", "H", "C", "H", "H", "H", "H", "H", "F", "H", "C", "S", "O", "H", "H", "H", "H", "O", "H", "H", "S", "H", "H", "H", "F", "O", "N", "H", "C", "H", "H", "C", "C", "H", "H", "C", "H", "H", "N", "H", "N", "H", "O", "H", "H", "H", "H", "H", "H", "F", "H", "C", "H", "H", "S", "F", "H", "C", "N", "H", "H", "F", "C", "C", "H", "H", "O", "N", "H", "O", "N", "H", "C", "N", "O", "C", "H", "S", "O", "C", "C", "H", "O", "H", "H", "H"], "coordinates": [[7.878, 4.243, -2.555], [3.142, -5.551, 8.440], [-2.481, 5.846, -5.194], [3.889, -4.220, 10.050], [0.782, -5.297, 4.965], [8.031, 1.318, -2.184], [5.019, -0.398, -3.061], [-1.855, 6.493, -6.222], [9.312, 4.540, -1.800], [-8.277, -3.956, -7.944], [8.201, 3.689, -0.774], [4.755, 0.230, 6.251], [-1.585, -2.160, 1.152], [-7.246, -4.629, -5.949], [-0.655, 9.167, -6.520], [-4.816, 0.058, -4.391], [2.140, -5.588, 7.345], [-2.621, -0.436, -6.175], [3.072, -4.397, 9.351], [9.025, 2.439, -2.249], [2.028, 6.265, 3.487], [8.017, 0.325, -1.216], [-3.470, 6.092, -4.837], [0.586, 5.491, 2.839], [2.900, 3.737, 5.425], [8.528, 3.783, -1.810], [5.234, -4.844, 8.012], [0.332, 8.760, -1.603], [-5.930, -0.893, -4.077], [5.696, -6.632, 9.500], [6.930, -0.548, -1.402], [5.444, 0.151, 4.775], [-3.188, 4.936, 2.064], [-0.725, 5.853, -6.524], [4.207, -0.017, 3.976], [1.364, 4.068, 6.920], [2.077, 4.608, 2.964], [-9.842, -4.588, -7.962], [-7.299, -6.733, -7.537], [6.250, 0.039, -2.480], [3.970, -8.757, 9.457], [-10.561, -6.127, -6.214], [1.210, -5.666, 7.907], [4.304, 0.356, -3.390], [4.538, 8.545, -2.208], [0.085, 2.683, -5.992], [-8.805, -4.899, -8.085], [-2.824, -1.052, -4.828], [-2.250, 9.874, -6.143], [-2.082, 3.896, -4.187], [-3.232, -1.837, 0.486], [1.122, 4.912, 4.807], [4.011, -7.846, 8.861], [3.899, 6.352, -1.207], [0.182, 4.824, 6.850], [-1.654, 8.962, -6.136], [1.938, 4.174, 5.649], [-4.069, 2.214, 3.268], [1.747, -4.791, 4.937], [5.839, 1.453, 2.328], [1.454, 5.339, 3.480], [-7.747, -4.986, -2.709], [-1.792, 4.636, -4.918], [0.340, 3.709, -5.726], [-0.169, 2.197, 8.258], [0.493, 1.067, 0.200], [-0.113, -0.347, -0.057], [9.877, 2.024, -1.710], [-4.856, 0.767, -5.665], [-0.487, 4.711, 7.690], [-7.373, -6.570, -9.079], [9.435, 2.462, -3.259], [-3.604, 3.957, 0.035], [-3.427, 7.682, -6.902], [-8.468, -5.602, -9.393], [2.512, -5.385, 4.438], [-6.964, -5.477, -3.287], [-9.311, -6.218, -9.706], [3.712, -8.137, 7.854], [-1.531, 8.758, -5.072], [-7.038, -6.955, -4.789], [1.622, -3.883, 4.347], [-5.224, 1.315, -3.573], [0.890, 3.661, -4.786], [4.616, -5.725, 7.837], [6.711, 1.526, 3.492], [0.550, -1.317, -0.208], [-0.010, 1.853, -0.363], [-10.267, -6.961, -7.678], [-8.635, -6.604, -4.040], [2.095, -4.567, 9.804], [1.902, 7.987, -3.205], [-6.401, -6.318, -7.079], [8.843, 0.258, -0.523], [1.600, 7.702, -1.810], [6.408, 1.803, -3.672], [2.829, 2.905, 7.980], [1.851, 3.963, 8.887], [4.543, 8.162, 0.105], [-5.392, 3.937, 1.504], [6.062, 1.701, 4.868], [1.679, -3.612, 6.693], [1.807, 3.279, 8.040], [0.015, 6.159, -7.249], [3.287, -3.974, 6.530], [0.913, 2.063, 8.260], [6.889, 1.153, -2.957], [-2.027, 0.236, 0.460], [-9.631, -7.577, -6.150], [5.165, -6.921, 8.594], [-2.088, 7.825, -7.887], [-8.214, -4.945, -10.224], [-0.704, 4.667, -5.766], [2.288, -6.571, 6.897], [-1.600, -0.472, -0.119], [1.113, 1.674, 9.258], [1.106, 6.359, -1.453], [-0.806, 5.809, 5.183], [5.894, -7.375, 7.923], [-1.959, -0.261, -1.040], [3.095, -3.521, 8.702], [1.197, 1.233, 7.613], [4.526, -5.981, 6.782], [7.203, 3.063, 3.495], [5.242, -0.950, -3.974], [-2.160, -1.807, 0.296], [-6.447, -6.147, -9.469], [1.567, 1.129, 0.025], [-3.973, 3.825, 1.610], [-1.248, -1.217, -4.425], [1.066, 3.991, -6.488], [2.933, -6.858, 9.298], [2.594, 8.445, -0.642], [0.394, 1.214, 1.275], [-7.471, -7.746, -7.172], [-3.326, 0.767, 3.584], [-7.704, -6.177, -4.414], [-2.341, 7.747, -6.830], [-6.205, -4.751, -3.577], [-7.527, -7.471, -9.672], [-3.437, -2.369, -4.717], [-8.484, -5.902, -6.958], [-1.911, -2.390, -0.591], [-3.698, 3.138, 4.375], [-3.361, 2.480, 1.786], [1.951, -7.305, 9.146], [2.313, -4.422, 6.332], [-3.271, -0.089, -3.709], [6.291, -1.031, 4.974], [-9.782, -6.676, -6.744], [6.501, -1.414, -0.919], [3.789, 7.790, -1.216], [-5.498, 1.836, 3.247], [-8.097, -5.224, -5.617], [0.038, 5.264, 5.579], [3.158, -6.602, 10.333], [8.038, 0.835, 3.416], [-8.843, -4.475, -5.353], [4.423, -1.104, -2.482], [-6.410, -6.192, -2.679]], "mulliken_charge": [0.36, 0.30, -0.49, 0.34, 0.34, 0.17, -0.88, 0.13, 0.37, 0.44, 0.31, -0.32, 0.34, 0.51, 0.34, 0.91, -0.90, -0.59, -1.03, -0.58, 0.36, -0.31, 0.41, 0.37, 0.53, -1.04, 0.33, -0.31, -0.58, 0.33, -0.34, 1.05, -0.56, -0.01, -0.54, 0.23, 0.30, 0.41, -0.51, 0.13, 0.41, 0.37, 0.51, 0.32, -0.62, 0.36, -0.77, 1.03, 0.35, 0.61, 0.35, 0.26, -0.56, -0.58, -0.44, -1.03, -0.37, 0.98, -1.43, -0.53, -0.94, 0.34, -0.47, -0.92, 0.35, -1.14, 0.65, 0.35, -0.55, 0.43, -0.64, 0.37, -0.32, 0.43, -0.52, 0.37, -1.31, 0.29, 0.25, 0.32, 0.32, 0.41, -0.24, 0.37, -0.51, 1.08, -0.44, 0.44, 0.39, 0.32, 0.43, -0.57, 0.39, 0.43, 1.03, 0.34, 0.34, 0.38, -0.31, -0.55, -0.21, 0.38, -0.59, 0.37, 0.48, -1.01, -0.13, 0.27, 0.34, -0.72, 0.33, 0.37, 0.22, 0.43, 0.06, 0.37, -0.49, 0.47, 0.42, 0.29, 0.41, 0.27, 0.35, -0.31, 0.39, -0.84, 0.33, 0.35, 0.86, -0.30, 0.28, -0.49, -0.22, 0.29, 0.35, -0.30, -0.18, -0.62, 0.34, 0.30, -0.58, 0.23, 0.40, -0.53, -0.05, 0.27, -0.51, -0.10, -0.60, -0.97, 0.45, 1.07, -0.55, -1.02, -0.33, 0.40, -0.61, 0.52, 0.30, 0.36], "homo_ha": -0.3981, "orbital_gap_ev": 7.348, "lumo_energy_ev": -3.49, "charge": 2}

=====

# 3
{"formula": "C4H6O2", "method": "ωB97M-V/def2-TZVPD", "symbols": ["C", "H", "O", "H", "H", "C", "H", "H", "C", "C", "H", "O"], "coordinates": [[-0.320, 0.408, 0.635], [1.051, 0.091, 2.199], [-1.090, -0.553, -1.458], [-1.265, 1.483, -0.955], [2.783, 0.301, 0.864], [0.895, 0.226, 1.133], [0.378, 0.913, -1.327], [-1.181, 0.297, 1.281], [-1.176, -1.561, -0.638], [-0.550, 0.665, -0.806], [-1.522, -2.413, -1.262], [1.997, 0.143, 0.333]], "mulliken_charge": [-0.32, 0.34, -0.21, 0.26, 0.33, -0.08, 0.26, 0.31, -0.30, -0.29, 0.18, -0.48], "homo_ha": -0.2925, "orbital_gap_ev": 8.653, "lumo_energy_ev": 0.69}

=====

# 4
{"formula": "C34H27FN8O4SSr", "method": "ωB97M-V/def2-TZVPD", "symbols": ["N", "N", "C", "H", "H", "C", "H", "N", "H", "H", "H", "N", "C", "H", "N", "C", "Sr", "O", "C", "H", "C", "H", "C", "F", "N", "H", "C", "H", "C", "H", "O", "C", "C", "C", "H", "H", "C", "C", "H", "H", "H", "C", "H", "C", "N", "C", "O", "H", "C", "C", "C", "H", "H", "C", "C", "C", "H", "C", "C", "C", "H", "H", "O", "C", "C", "H", "C", "C", "H", "N", "C", "C", "H", "C", "S", "C"], "coordinates": [[2.819, -0.175, 4.263], [-0.665, 2.492, 0.702], [4.941, 0.960, 3.781], [-3.594, 3.462, -0.205], [-0.525, 6.291, 1.436], [0.105, 1.628, -2.811], [6.754, -5.140, -1.386], [-2.336, 0.559, -0.751], [3.567, 0.507, -3.867], [-3.785, -2.837, 3.285], [-2.023, -1.391, -1.351], [3.003, -2.024, -3.366], [-2.768, -0.611, -1.257], [-6.045, 0.004, -1.696], [-2.854, 2.785, -0.152], [-2.124, -4.563, 0.897], [0.206, -0.142, 0.142], [5.694, 1.540, 2.873], [2.566, 0.830, -3.618], [1.424, 4.791, 2.013], [-2.215, -2.041, 1.998], [1.230, 2.397, 1.498], [6.195, -3.862, -3.018], [-3.836, -5.257, 2.367], [1.738, -1.823, -1.389], [-5.283, 2.175, -0.780], [1.698, -0.005, -2.929], [3.204, -1.558, -4.232], [-5.003, 0.153, -1.443], [-2.525, 5.277, 0.393], [5.265, 0.826, 4.941], [-1.287, -3.541, 0.447], [3.274, 0.946, 0.816], [2.138, -1.378, -2.513], [-2.309, -1.058, 2.468], [0.021, -0.643, 5.013], [2.156, 2.121, -3.909], [-3.007, -4.278, 1.916], [-0.612, -3.809, -0.367], [0.533, 3.527, -3.704], [-0.111, -1.679, 3.579], [5.215, -3.028, -3.540], [5.221, 1.568, 1.960], [5.988, -4.501, -1.804], [0.488, 0.386, -2.525], [3.616, 0.454, 3.339], [4.405, 1.449, 0.663], [5.377, -2.504, -4.476], [4.017, -2.871, -2.865], [-3.230, 1.525, -0.610], [-0.556, 5.228, 1.237], [7.124, -3.998, -3.555], [2.821, 2.802, -4.423], [-1.282, -2.231, 0.962], [0.522, 4.407, 1.559], [0.897, 2.528, -3.508], [0.962, -2.134, 4.909], [-1.669, 4.670, 0.659], [-1.689, 3.285, 0.408], [2.905, 0.418, 2.172], [3.094, -0.304, 5.224], [4.637, -4.799, -0.162], [2.371, 0.829, -0.053], [0.412, 3.068, 1.270], [4.795, -4.313, -1.117], [-0.879, 1.910, -2.452], [-3.074, -3.026, 2.487], [3.794, -3.523, -1.661], [-4.344, -1.835, -2.007], [1.693, -0.207, 2.386], [0.574, -1.293, 4.332], [-4.586, 1.362, -0.936], [-2.100, -5.561, 0.474], [-4.071, -0.864, -1.620], [2.222, -3.385, -0.882], [1.676, -0.559, 3.656]], "mulliken_charge": [0.01, 0.35, 0.50, 0.15, 0.41, 0.08, 0.38, 0.55, 0.43, 0.40, 0.54, -0.22, -0.59, 0.40, 0.09, -0.91, 2.12, -0.57, -0.89, 0.50, -0.51, 0.39, -0.63, -0.36, 0.19, 0.42, 0.84, 0.27, -0.55, 0.40, -0.65, -0.28, 0.21, -0.02, 0.32, 0.30, -0.64, 0.54, 0.25, 0.44, 0.02, -0.70, 0.45, -0.63, 0.02, -0.30, -0.94, 0.33, 0.25, 0.42, -0.51, 0.38, 0.42, -0.01, -1.03, -0.86, 0.40, -0.80, 0.43, 0.25, 0.24, 0.41, -0.29, -0.28, -0.63, 0.30, -0.76, 0.75, 0.47, 0.33, -1.06, -0.80, 0.43, -1.01, -0.35, 0.02], "homo_ha": -0.2597, "orbital_gap_ev": 6.837, "lumo_energy_ev": -0.23}

=====

# 5
{"formula": "C15H21F5InN3O7", "method": "ωB97M-V/def2-TZVPD", "symbols": ["O", "H", "O", "C", "F", "H", "C", "C", "N", "H", "O", "C", "H", "C", "H", "H", "F", "H", "C", "N", "H", "H", "C", "O", "F", "H", "H", "O", "O", "H", "F", "H", "C", "F", "H", "H", "H", "O", "H", "H", "H", "H", "N", "C", "C", "C", "In", "C", "C", "H", "C", "C"], "coordinates": [[2.123, 4.205, -0.656], [-1.537, -2.881, -1.516], [-2.623, 1.641, 0.773], [0.537, 2.712, 1.372], [-0.604, 0.924, -2.517], [-1.674, -5.834, 1.196], [-2.620, -5.306, 1.320], [-0.109, 2.215, -2.293], [2.259, 3.897, 2.455], [-0.185, 2.019, 1.813], [-1.996, -4.761, -0.981], [1.628, -1.090, -1.381], [1.498, -1.843, 0.736], [-1.755, 4.458, -0.611], [-2.610, -3.304, 0.390], [2.852, 0.874, 2.281], [-0.865, 3.055, -3.152], [0.079, 0.315, -0.159], [1.776, 2.771, 2.282], [-0.154, 2.703, -1.000], [-3.420, -6.041, 1.321], [-0.343, -2.917, 0.519], [1.864, -2.141, -0.250], [1.322, -3.359, -0.683], [-1.352, 5.285, 0.317], [0.621, -1.251, -1.795], [1.635, 1.020, 3.546], [1.907, 0.247, -1.016], [3.345, 2.436, -0.196], [-2.604, -4.764, 2.266], [-3.151, 1.756, -1.322], [3.209, 1.875, 3.653], [2.286, 3.018, -0.318], [1.046, 2.219, -2.822], [-3.858, -4.415, -0.178], [0.148, 3.728, 1.395], [2.942, -2.304, -0.170], [-2.440, 4.857, -1.485], [2.326, -1.337, -2.180], [-0.551, -4.204, -2.247], [3.078, 3.919, 3.068], [0.076, -4.613, 0.349], [-1.361, 3.091, -0.448], [-1.015, -3.836, -1.333], [-2.403, 2.132, -0.273], [0.055, -3.656, -0.183], [-2.367, 1.839, -3.919], [1.089, 0.734, 0.005], [-2.805, -4.344, 0.111], [1.400, 0.396, 0.995], [0.901, 2.285, -0.067], [2.400, 1.574, 2.992]], "mulliken_charge": [-0.38, 0.34, -0.34, -0.73, -0.32, 0.32, -1.01, 0.81, -0.39, 0.55, -0.38, -0.26, 0.42, 0.54, 0.19, 0.30, -0.33, 0.72, 0.12, 0.68, 0.34, 0.28, -0.56, -0.33, -0.17, 0.05, 0.37, -0.39, -0.33, 0.30, -0.20, 0.50, 0.34, -0.15, 0.41, 0.57, 0.35, -0.37, 0.45, 0.38, 0.33, 0.27, -0.08, -0.58, 0.41, -0.17, 0.76, -1.49, -0.25, 0.41, 1.03, -1.33], "homo_ha": -0.5315, "orbital_gap_ev": 2.020, "lumo_energy_ev": -12.44, "charge": 2}

=====

# 6
{"formula": "C7H8NO3S", "method": "ωB97M-V/def2-TZVPD", "symbols": ["C", "C", "C", "H", "C", "C", "H", "H", "C", "H", "S", "O", "H", "O", "H", "O", "H", "N", "C", "H"], "coordinates": [[2.375, 1.051, -0.208], [-0.390, 0.195, 0.216], [-0.129, 0.529, 1.640], [3.309, -0.768, 0.613], [0.291, -0.772, -0.685], [2.559, -0.357, 0.033], [-0.299, 1.061, -1.952], [-0.477, -1.376, -1.250], [1.522, -1.212, -0.376], [0.843, 0.283, 1.978], [-3.540, -0.388, -0.439], [-4.029, 0.440, -1.492], [-0.506, 1.530, 1.716], [-3.344, -1.783, -0.808], [1.902, -2.267, -0.255], [-4.066, -0.154, 0.908], [3.173, 1.744, -0.099], [1.358, 1.544, -0.812], [0.176, 0.869, -0.961], [-0.729, -0.170, 2.233]], "mulliken_charge": [-0.23, 0.48, -1.40, 0.44, -0.38, -0.65, 0.40, 0.40, -0.15, 0.46, 0.90, -0.55, 0.28, -0.56, 0.25, -0.56, 0.41, -0.68, -0.20, 0.34], "homo_ha": [-0.1210, -0.1764], "orbital_gap_ev": [5.958, 8.193], "lumo_energy_ev": [2.67, 3.39], "charge": -1}

=====

> Number 5 is which compound?

C15H21F5InN3O7